# 1
# C2H7IN3

A gas-phase ion, C2H7IN3 (charge +1) at a distorted geometry (ωB97M-V/def2-TZVPD, the OMol25 dataset).

Positions of all 13 atoms, in Å:
N -0.16789 -2.24526 -0.14852
C 0.61587 -1.10311 0.06431
N -0.56998 0.25571 0.18527
I -2.60433 -0.10126 -0.00142
C 0.06116 1.33079 0.01289
N -0.31964 2.54687 -0.16944
H -0.45221 -2.33962 -1.06070
H -0.49928 -2.60598 0.68000
H 1.09497 -0.68090 -0.86079
H 1.04474 -1.11926 1.08009
H 1.16741 1.10837 0.14695
H -1.19165 2.84545 -0.45626
H 0.37630 3.36017 -0.25710

Values from the calculation:
net charge = +1
strongest force on any atom = 5.54 eV/A
DFT total energy = -14750.344 eV
SMILES = NCN(I)C=[NH2+]
HOMO level = -13.71 eV
LUMO = -4.455 eV
frontier orbital gap = 9.26 eV
energy relative to the best compared isomer or geometry (same formula, charge and spin) = 106.9 kJ/mol


# 2
# C2H7IP2

2 unconnected molecules or ions with the total composition C2H7IP2 at a distorted geometry (ωB97M-V/def2-TZVPD, the OMol25 dataset).

Positions of all 12 atoms, in Å:
C -1.25078 -0.53404 0.85782
C 0.63936 1.19203 -1.11427
P 1.65000 -1.49817 0.04866
P 1.72067 0.63420 0.24274
I 4.02528 1.01865 -0.60091
H -1.03850 0.32804 1.39862
H -1.54088 -1.48842 1.36780
H -1.59641 -0.19828 -0.11972
H -0.21360 0.60924 -1.18417
H 1.10574 1.20447 -2.18202
H 0.27720 2.16529 -0.97328
H 2.40364 -1.21992 1.14938

Values from the calculation:
2S+1 = 3
strongest force on any atom = 3.80 eV/A
DFT total energy = -28861.961 eV
HOMO level (alpha / beta) = -7.84 / -8.73 eV
LUMO (alpha / beta) = 0.119 / -2.021 eV
frontier orbital gap (alpha / beta) = 7.96 / 6.71 eV
energy relative to the best compared isomer or geometry (same formula, charge and spin) = 0.0 kJ/mol


# 3
# C2H7N

C2H7N in the gas phase at a distorted geometry (ωB97M-V/def2-TZVPD, the OMol25 dataset).

Positions of all 10 atoms, in Å:
C -1.29350 -0.24387 -0.03405
C 0.06805 0.58505 0.06367
N 1.22297 -0.35848 -0.10606
H -2.10529 0.34497 0.27665
H -1.63264 -0.57123 -1.06262
H -1.15288 -1.20011 0.60638
H 0.18215 1.33562 -0.67495
H -0.08537 1.12818 1.01581
H 1.54199 -0.74917 0.89790
H 2.04395 0.17399 -0.49442

Values from the calculation:
strongest force on any atom = 3.42 eV/A
DFT total energy = -3676.799 eV
SMILES = CCN
HOMO level = -9.40 eV
LUMO = 1.199 eV
frontier orbital gap = 10.60 eV
energy relative to the best compared isomer or geometry (same formula, charge and spin) = 65.9 kJ/mol


# 4
# C2H7N2

2 unconnected molecules or ions with the total composition C2H7N2 at a distorted geometry (ωB97M-V/def2-TZVPD, the OMol25 dataset).

Positions of all 11 atoms, in Å:
C -0.85651 -0.13267 -0.44666
C 0.80662 -0.09449 0.75632
N -0.58445 -0.38700 0.89715
N 0.64548 -0.10068 -0.76753
H -1.64371 -0.65117 -0.98529
H -2.07753 1.73728 -0.89109
H 1.08576 0.82317 1.21804
H 1.56158 -0.71927 1.06169
H -1.25962 -0.12573 1.61369
H 1.13415 -0.96357 -1.23574
H 1.18822 0.61412 -1.22058

Values from the calculation:
net charge = +1
strongest force on any atom = 2.83 eV/A
DFT total energy = -5154.956 eV
HOMO level (alpha / beta) = -13.10 / -14.07 eV
LUMO (alpha / beta) = -4.198 / -4.578 eV
frontier orbital gap (alpha / beta) = 8.90 / 9.49 eV
energy relative to the best compared isomer or geometry (same formula, charge and spin) = 628.1 kJ/mol


# 5
# C2H7N2

A gas-phase ion, C2H7N2 (charge +1) at a distorted geometry (ωB97M-V/def2-TZVPD, the OMol25 dataset).

Positions of all 11 atoms, in Å:
C 1.23553 -0.57326 -0.99329
N 0.18223 0.26284 -0.47100
C -0.61165 -0.09916 0.59038
N -1.31858 1.03458 1.15987
H -0.71270 1.81343 0.95310
H 1.88377 0.09195 -1.51315
H 1.00140 -1.26590 -1.94542
H -1.35833 -0.84039 0.36588
H -0.02751 -0.55697 1.44879
H 1.86671 -1.18983 -0.22644
H -2.14087 1.32274 0.63128

Values from the calculation:
net charge = +1
strongest force on any atom = 2.78 eV/A
DFT total energy = -5155.948 eV
HOMO level = -15.65 eV
LUMO = -8.943 eV
frontier orbital gap = 6.70 eV
energy relative to the best compared isomer or geometry (same formula, charge and spin) = 532.4 kJ/mol


# 6
# C2H7N2

2 unconnected molecules or ions with the total composition C2H7N2 at a distorted geometry (ωB97M-V/def2-TZVPD, the OMol25 dataset).

Positions of all 11 atoms, in Å:
C -0.52320 0.57750 0.50151
C 1.37682 1.80799 -0.47032
N 0.49270 1.19515 0.08094
N -0.56273 -1.91211 0.04598
H -0.59044 0.34342 1.53990
H -1.36933 0.59055 -0.16652
H 1.98316 1.28342 -1.22458
H 1.54354 2.82646 -0.54197
H -0.75923 -2.08421 0.99150
H -0.07542 -2.69864 -0.25250
H -1.51586 -1.92952 -0.50395

Values from the calculation:
net charge = +1
strongest force on any atom = 4.34 eV/A
DFT total energy = -5158.670 eV
HOMO level = -14.83 eV
LUMO = -4.770 eV
frontier orbital gap = 10.07 eV
energy relative to the best compared isomer or geometry (same formula, charge and spin) = 269.8 kJ/mol


# 7
# C2H7N2

2 unconnected molecules or ions with the total composition C2H7N2 at a distorted geometry (ωB97M-V/def2-TZVPD, the OMol25 dataset).

Positions of all 11 atoms, in Å:
C 0.35917 0.07767 -0.48906
C 0.06334 1.24085 -1.06591
N 0.66580 1.66111 -2.19118
N -1.08299 -1.94247 2.52787
H 0.43319 -0.89511 -0.97019
H -0.53733 2.03997 -0.62591
H 1.09691 2.58656 -2.16093
H 1.30685 0.98436 -2.60041
H -0.76224 -2.54822 3.26607
H -0.77073 -0.99615 2.70258
H -0.77198 -2.20857 1.60707

Values from the calculation:
net charge = +1
strongest force on any atom = 2.14 eV/A
DFT total energy = -5155.759 eV
HOMO level = -12.89 eV
LUMO = -8.527 eV
frontier orbital gap = 4.37 eV
energy relative to the best compared isomer or geometry (same formula, charge and spin) = 550.7 kJ/mol


# 8
# C2H7N2

A gas-phase ion, C2H7N2 (charge +2) at a distorted geometry (ωB97M-V/def2-TZVPD, the OMol25 dataset).

Positions of all 11 atoms, in Å:
C 0.06668 0.41195 -0.34918
C -0.54634 -0.41468 0.60484
N -1.90531 -0.40202 0.55428
N 1.55425 0.40928 -0.40251
H -0.27462 0.79542 -1.28267
H -0.08767 -1.15780 1.24524
H -2.46065 -1.15182 0.95672
H -2.26422 0.20533 -0.12741
H 1.92242 -0.50578 -0.68113
H 2.06618 0.66784 0.51739
H 1.92928 1.14228 -1.03558

Values from the calculation:
2S+1 = 2
net charge = +2
strongest force on any atom = 4.10 eV/A
DFT total energy = -5146.756 eV
HOMO level (alpha / beta) = -21.48 / -23.84 eV
LUMO (alpha / beta) = -9.995 / -13.178 eV
frontier orbital gap (alpha / beta) = 11.48 / 10.66 eV
energy relative to the best compared isomer or geometry (same formula, charge and spin) = 54.1 kJ/mol


# 9
# C2H7N2O

A gas-phase ion, C2H7N2O (charge +1) at a distorted geometry (ωB97M-V/def2-TZVPD, the OMol25 dataset).

Positions of all 12 atoms, in Å:
N 2.15130 -0.15708 0.14534
O 0.88049 -0.50081 -0.35227
C 0.08646 0.65899 -0.06802
C -1.35737 0.40896 -0.03059
N -1.80947 -0.77934 -0.12368
H 2.52667 0.58859 -0.45438
H 2.79576 -1.01887 0.22244
H 0.49925 1.56333 -0.58222
H 0.47396 0.96278 0.93389
H -2.04438 1.21892 0.09844
H -1.24859 -1.45343 -0.71999
H -2.72839 -1.12285 0.23285

Values from the calculation:
net charge = +1
strongest force on any atom = 2.59 eV/A
DFT total energy = -7205.259 eV
SMILES = NOCC=[NH2+]
HOMO level = -13.58 eV
LUMO = -5.439 eV
frontier orbital gap = 8.14 eV
energy relative to the best compared isomer or geometry (same formula, charge and spin) = 375.0 kJ/mol


# 10
# C2H7N2O

2 unconnected molecules or ions with the total composition C2H7N2O at a distorted geometry (ωB97M-V/def2-TZVPD, the OMol25 dataset).

Positions of all 12 atoms, in Å:
C 1.21693 -0.23917 -0.67504
C -1.26634 -0.70819 0.20042
N 1.90104 0.22019 0.28344
N -0.86115 0.34236 -0.49091
O -0.99382 1.53471 0.08933
H 1.45224 -0.75483 -1.55891
H -1.34576 -1.60842 -0.46181
H -2.35215 -0.49576 0.58305
H -0.74552 -0.99179 1.06983
H 2.84684 -0.15942 0.64975
H 1.29736 0.72171 0.97007
H -1.14967 2.13863 -0.65921

Values from the calculation:
net charge = +1
strongest force on any atom = 6.41 eV/A
DFT total energy = -7202.629 eV
HOMO level (alpha / beta) = -14.01 / -14.01 eV
LUMO (alpha / beta) = -5.055 / -5.053 eV
frontier orbital gap (alpha / beta) = 8.95 / 8.96 eV
energy relative to the best compared isomer or geometry (same formula, charge and spin) = 628.7 kJ/mol